ORCA calculation (ωB97M-V/def2-TZVPD) on a structure of composition C38H54N4P2S4Ti.

The value obtained for the orbital gap (alpha / beta) is 4.19 / 4.17 eV. Its total charge is -2. Its molecular weight is 805.0 g/mol. Its spin multiplicity is 3. The value obtained for the relative energy (zero: lowest compared OMol25 entry of this formula, charge and spin) is 2.7338 eV. The maximum force comes out at 3.1 eV/Å. The calculated total energy is -4824.364035 Ha.

CARTESIAN COORDINATES (ANGSTROEM)
Ti: -0.225280 0.090196 0.929324
C: 1.966697 -5.311781 3.890916
S: 2.062526 -3.499957 3.960340
C: 0.974646 -3.048417 2.555061
S: 1.165341 -3.914320 1.107100
N: 0.187723 -2.105442 2.921509
N: -0.635741 -1.354058 2.127127
C: -1.891274 -1.180111 2.555402
C: -2.632833 -0.064532 2.127882
C: -4.005257 0.119722 2.425406
C: -4.638470 1.281508 2.095193
C: -3.898141 2.297517 1.431628
C: -2.582853 2.063442 1.138607
N: -1.933317 0.925038 1.439516
H: 2.799090 -5.714683 4.467739
H: 2.043202 -5.609613 2.847140
H: 1.018599 -5.637747 4.318270
H: -2.331137 -1.886952 3.251129
H: -4.529458 -0.672979 2.944628
H: -5.681875 1.436518 2.342016
H: -4.350618 3.253836 1.203451
H: -1.985320 2.831666 0.657617
C: 3.016521 1.812020 -2.816377
C: 1.791516 2.440972 -2.157445
C: 0.529083 2.038920 -2.919169
P: 1.602999 2.146354 -0.265437
C: 2.637448 3.681220 0.237784
C: 3.120454 3.705060 1.697553
C: 3.817399 4.101222 -0.649005
C: 2.721311 0.706479 -0.050417
C: 4.050560 0.725405 0.358720
C: 4.827402 -0.423182 0.347864
C: 6.285828 -0.377955 0.725701
C: 4.240711 -1.617057 -0.065858
C: 2.915014 -1.671966 -0.439950
C: 2.116769 -0.520429 -0.404824
N: 0.759006 -0.519545 -0.747068
C: 0.330234 -1.263936 -1.825911
C: 1.185895 -1.588785 -2.904394
C: 0.741577 -2.263678 -4.020544
C: -0.578849 -2.692222 -4.132293
C: -1.044091 -3.458796 -5.345447
C: -1.437768 -2.376296 -3.092343
C: -1.027864 -1.656175 -1.971813
P: -2.140140 -1.184717 -0.618841
C: -3.405978 -0.092022 -1.501981
C: -2.659896 1.213566 -1.840896
C: -4.104515 -0.571714 -2.773964
C: -3.068654 -2.753911 -0.144165
C: -2.068762 -3.900457 -0.103298
C: -4.346860 -3.174486 -0.863959
H: 3.082622 2.129516 -3.863522
H: 2.939290 0.726405 -2.794669
H: 3.942656 2.085286 -2.313981
H: 1.859211 3.530884 -2.245034
H: 0.357729 0.966577 -2.875676
H: 0.621849 2.323427 -3.973700
H: -0.341920 2.549319 -2.508001
H: 1.872911 4.462676 0.134260
H: 4.170128 3.410852 1.764833
H: 3.037701 4.715308 2.109095
H: 2.545574 3.026361 2.321355
H: 4.581701 3.326015 -0.693948
H: 4.274862 4.993603 -0.210519
H: 3.520766 4.350206 -1.667365
H: 4.501723 1.650704 0.687943
H: 6.547132 0.600361 1.130598
H: 6.918194 -0.570347 -0.145690
H: 6.514171 -1.134495 1.478969
H: 4.830623 -2.527421 -0.079085
H: 2.472522 -2.609611 -0.734332
H: 2.223670 -1.291207 -2.854122
H: 1.436656 -2.480517 -4.826466
H: -0.188235 -3.824659 -5.914112
H: -1.649115 -2.832081 -6.007913
H: -1.654834 -4.317549 -5.058720
H: -2.465428 -2.717402 -3.139668
H: -4.158642 0.103105 -0.728692
H: -2.369394 1.212121 -2.893538
H: -1.747917 1.304328 -1.249144
H: -3.279941 2.091210 -1.651852
H: -3.374602 -0.752200 -3.562665
H: -4.786555 0.211289 -3.121533
H: -4.686469 -1.478285 -2.627676
H: -3.350510 -2.523177 0.889114
H: -1.807633 -4.237075 -1.108652
H: -2.470229 -4.747138 0.460605
H: -1.145510 -3.587481 0.379666
H: -4.163986 -3.448033 -1.904482
H: -5.107112 -2.392784 -0.821018
H: -4.747862 -4.055388 -0.354261
C: -1.977595 3.304099 4.880885
C: -1.046332 2.202240 4.399546
S: -1.188124 0.698977 5.236419
C: -0.192437 2.449291 3.371397
C: -0.108101 3.826923 2.752547
S: 0.951700 1.258461 2.699944
H: -2.566961 2.919455 5.709178
H: -2.664191 3.612283 4.086374
H: -1.425829 4.186702 5.224122
H: -1.047813 4.372946 2.866744
H: 0.117453 3.736752 1.687794
H: 0.689813 4.426396 3.209425

Forces on atoms 1 to 6 (eV/Å):
Ti 2.665 1.352 -0.864
C 0.003 0.421 -0.051
S -0.150 -0.041 -0.013
C -0.122 -0.026 0.011
S -0.059 -0.153 -0.388
N -0.027 0.028 1.181